{"formula": "C58H47BrFIN2O27S", "method": "wB97M-V/def2-TZVPD", "e_homo_ev": -8.8, "smiles": "O=C1C=CC(=O)c2c(CCSc3nnco3)c(CCCI)c(CCF)c(CCCBr)c21.O=C1C=C(O)C(=O)C=C1O.O=C1C=C(O)C(=O)C=C1O.O=C1C=C(O)C(=O)C=C1O.O=C1C=C(O)C(=O)C=C1O.O=C1C=C(O)C(=O)C=C1O.O=C1C=C(O)C(=O)C=C1O", "orbital_gap_ev": 6.764, "total_energy_ha": -7748.2452, "e_lumo_ev": -2.04, "symbols": ["O", "C", "C", "C", "C", "O", "C", "C", "C", "C", "S", "C", "N", "N", "C", "O", "C", "C", "C", "C", "I", "C", "C", "C", "F", "C", "C", "C", "C", "Br", "C", "H", "H", "H", "H", "H", "H", "H", "H", "H", "H", "H", "H", "H", "H", "H", "H", "H", "H", "H", "H", "H", "H", "H", "O", "C", "C", "C", "O", "C", "O", "C", "C", "O", "H", "H", "H", "H", "O", "C", "C", "C", "O", "C", "O", "C", "C", "O", "H", "H", "H", "H", "O", "C", "C", "C", "O", "C", "O", "C", "C", "O", "H", "H", "H", "H", "O", "C", "C", "C", "O", "C", "O", "C", "C", "O", "H", "H", "H", "H", "O", "C", "C", "C", "O", "C", "O", "C", "C", "O", "H", "H", "H", "H", "O", "C", "C", "C", "O", "C", "O", "C", "C", "O", "H", "H", "H", "H"], "coordinates": [[-4.19124, -3.54189, -4.23802], [-3.82267, -4.13311, -3.09994], [-4.11943, -5.75617, -2.82494], [-3.04709, -6.57541, -2.12932], [-1.62738, -5.84802, -1.62587], [-0.45087, -6.47222, -1.70880], [-1.82917, -4.28127, -1.07627], [-0.93679, -3.66200, 0.19574], [0.23250, -4.60188, 0.92266], [1.68866, -4.00386, 0.42899], [2.22380, -4.55679, -1.27808], [1.42378, -3.47600, -2.61475], [1.76957, -2.08162, -3.09825], [0.87714, -1.64065, -4.08608], [-0.16169, -2.69834, -4.42796], [0.26059, -3.76377, -3.49686], [-1.27130, -2.09762, 0.68467], [-0.40771, -1.48208, 1.97834], [-1.31034, -1.44793, 3.37516], [-1.93533, -2.93208, 3.77337], [-1.34935, -3.54543, 5.80348], [-2.44904, -1.20320, -0.09657], [-2.76555, 0.33632, 0.46798], [-1.51003, 1.37322, 0.28084], [-1.80280, 2.53082, -0.62933], [-3.32668, -1.80677, -1.38620], [-4.50446, -0.88551, -2.13654], [-5.90442, -1.23399, -1.35320], [-6.61505, 0.03987, -0.60476], [-7.21004, -0.57270, 1.22189], [-2.99527, -3.37544, -1.86268], [-5.15688, -6.21782, -3.17413], [-3.30250, -7.70647, -1.93978], [0.08887, -5.74810, 0.73851], [0.21731, -4.46035, 2.10808], [2.49002, -4.29931, 1.25426], [1.64238, -2.81145, 0.39442], [-1.05185, -2.66424, -5.19919], [0.06907, -0.41770, 1.72259], [0.53318, -2.16655, 2.24600], [-0.62408, -1.06024, 4.27166], [-2.22036, -0.71435, 3.32846], [-1.64821, -3.73109, 2.96638], [-3.12390, -2.83550, 3.72211], [-3.69292, 0.83399, -0.09453], [-3.10183, 0.30026, 1.61297], [-0.54656, 0.77139, -0.03962], [-1.31518, 1.85942, 1.35342], [-4.22659, 0.27458, -2.13182], [-4.65949, -1.16940, -3.26127], [-6.67514, -1.63777, -2.17051], [-5.69099, -2.11935, -0.58970], [-5.87086, 0.92793, -0.43361], [-7.50917, 0.41870, -1.27207], [-0.58109, 6.88494, 5.75076], [-0.46492, 5.90456, 5.02387], [-0.63763, 5.98390, 3.56494], [-0.52080, 4.89409, 2.80381], [-0.67917, 4.96202, 1.43177], [-0.21640, 3.56404, 3.39916], [-0.13331, 2.57712, 2.67582], [-0.01981, 3.48869, 4.85503], [-0.13318, 4.57904, 5.61596], [0.05279, 4.51648, 6.98476], [-0.86083, 6.95659, 3.14567], [-0.54819, 4.04402, 1.10831], [0.21867, 2.51854, 5.27248], [-0.08415, 5.43328, 7.30880], [-6.86966, -2.40753, -4.47987], [-7.84455, -2.93297, -5.00570], [-9.21967, -2.66054, -4.55913], [-10.25822, -3.26220, -5.14230], [-11.55338, -3.00869, -4.72940], [-10.06542, -4.22869, -6.25803], [-11.03829, -4.77987, -6.76189], [-8.69244, -4.48299, -6.72080], [-7.65399, -3.87879, -6.14005], [-6.36081, -4.11083, -6.57129], [-9.34520, -1.95757, -3.74561], [-12.12384, -3.56458, -5.30391], [-8.56817, -5.17440, -7.54472], [-5.79005, -3.55958, -5.99282], [5.58863, 3.35091, -0.80667], [5.07071, 3.29544, 0.30315], [5.85451, 3.05152, 1.52411], [5.25739, 2.98036, 2.71534], [5.98831, 2.75410, 3.86719], [3.78376, 3.14081, 2.85252], [3.26135, 3.05193, 3.95857], [3.00280, 3.40870, 1.63506], [3.60018, 3.48335, 0.44414], [2.87306, 3.73745, -0.70427], [6.92453, 2.93452, 1.40961], [5.33019, 2.74455, 4.59609], [1.93453, 3.54105, 1.75169], [3.53039, 3.74097, -1.43378], [2.66632, -7.24217, 1.06924], [3.38708, -8.04981, 0.49373], [4.71336, -8.42487, 1.00843], [5.48024, -9.29499, 0.34855], [6.72660, -9.65398, 0.82803], [5.02668, -9.91284, -0.92764], [5.76150, -10.69527, -1.52094], [3.69080, -9.55651, -1.42998], [2.92233, -8.68903, -0.76843], [1.66450, -8.35123, -1.23306], [5.03148, -7.96646, 1.93601], [7.08355, -10.29344, 0.17368], [3.36642, -10.02686, -2.34970], [1.31014, -7.70726, -0.58190], [7.04343, 0.88558, -7.39933], [6.94860, 1.65501, -6.44959], [6.15441, 1.33231, -5.25388], [6.05826, 2.19949, -4.24422], [5.31578, 1.90151, -3.11634], [6.74426, 3.51985, -4.29088], [6.62216, 4.30351, -3.35539], [7.55801, 3.83288, -5.47566], [7.65710, 2.96439, -6.48394], [8.42224, 3.25053, -7.59965], [5.65917, 0.36998, -5.23418], [5.40118, 2.68684, -2.53283], [8.06583, 4.78906, -5.48848], [8.33189, 2.46777, -8.18566], [2.01764, 9.44291, 4.76527], [1.92282, 10.21233, 5.71500], [1.12863, 9.88963, 6.91072], [1.03248, 10.75681, 7.92038], [0.29000, 10.45883, 9.04826], [1.71848, 12.07717, 7.87372], [1.59638, 12.86083, 8.80920], [2.53223, 12.39020, 6.68894], [2.63132, 11.52171, 5.68066], [3.39645, 11.80785, 4.56494], [0.63338, 8.92730, 6.93041], [0.37540, 11.24416, 9.63176], [3.04005, 13.34638, 6.67612], [3.30611, 11.02509, 3.97894]], "mulliken_charge": [-0.5244, 0.3268, -0.3553, -0.5370, 0.0959, -0.4198, 0.0598, 0.0771, -0.6665, -0.7012, 0.0074, 0.1500, -0.1346, -0.3677, 0.0483, -0.1476, 0.7306, -0.4203, -0.4495, -0.6927, 0.0089, 0.0693, -0.1298, 0.4529, -0.4241, -0.0665, -0.8653, -0.2493, -0.5363, -0.2085, 0.2862, 0.3015, 0.2874, 0.2865, 0.3491, 0.3752, 0.3664, 0.3217, -0.0131, 0.2435, 0.5492, 0.0741, 0.1782, 0.4181, -0.2395, 0.1850, 0.2889, -0.1631, 0.4881, 0.3281, -0.1346, 0.4823, 0.2906, 0.4099, -0.6249, 0.8745, -0.8536, 0.4208, -0.5913, 0.9240, -0.5545, -1.1132, 0.4070, -0.5868, 0.4743, 0.2673, 0.4989, 0.3313, -0.4402, 0.8618, -0.9920, 0.4108, -0.5704, 0.8565, -0.6087, -0.7394, 0.2644, -0.6015, 0.4772, 0.3460, 0.4274, 0.3207, -0.5642, 0.6313, -1.0077, 0.2060, -0.5751, 1.0755, -0.6188, -0.4053, 0.0970, -0.5466, 0.4548, 0.3488, 0.4973, 0.3113, -0.5422, 1.0060, -1.0036, 0.3285, -0.5714, 0.8764, -0.6077, -0.6959, 0.2850, -0.5357, 0.4307, 0.3487, 0.4410, 0.2521, -0.6103, 0.9671, -0.7730, 0.3414, -0.4571, 0.9363, -0.5696, -0.9761, 0.3060, -0.5676, 0.4729, 0.2677, 0.4153, 0.3480, -0.6285, 0.9416, -0.8529, 0.4060, -0.5627, 0.8026, -0.6122, -0.8917, 0.3767, -0.5697, 0.4906, 0.3467, 0.4069, 0.3533]}


{"formula": "C2FKMgO2", "method": "wB97M-V/def2-TZVPD", "e_homo_ev": [-11.1, -12.6], "s2": 0.7754, "orbital_gap_ev": [5.811, 7.019], "total_energy_ha": -1126.2641, "e_lumo_ev": [-5.24, -5.62], "total_charge": 1, "multiplicity": 2, "symbols": ["K", "Mg", "O", "C", "O", "C", "F"], "coordinates": [[0.68092, 1.02770, 2.77750], [-0.95373, -0.36209, -2.37920], [-0.61717, -1.61980, -0.82893], [-0.37743, -0.63068, -0.04953], [0.41523, -0.72639, 0.93719], [0.32355, 0.64041, -0.68571], [0.52864, 1.67086, 0.22868]], "mulliken_spin": [-0.0016, 0.4695, 0.0241, -0.0661, 0.1269, 0.4168, 0.0305]}


{"formula": "C4H3NO", "method": "wB97M-V/def2-TZVPD", "e_homo_ev": -11.3, "de_lowest_kcal_mol": 8.85, "smiles": "C=CC(=O)C#N", "orbital_gap_ev": 10.271, "total_energy_ha": -284.1590, "e_lumo_ev": -1.00, "symbols": ["C", "C", "C", "O", "C", "N", "H", "H", "H"], "coordinates": [[0.84824, -0.70810, 0.79183], [-0.37357, -0.79151, 0.24221], [-0.89511, 0.30669, -0.54601], [-2.04183, 0.33033, -0.98061], [0.05998, 1.39016, -0.89315], [0.63264, 2.37267, -1.12961], [1.44994, 0.23708, 0.76536], [1.36182, -1.44592, 1.45161], [-1.04210, -1.69140, 0.29836]], "mulliken_charge": [-0.6794, -0.0644, 0.6241, -0.4866, 0.1703, -0.3440, 0.2070, 0.2510, 0.3220]}


What is the formula in the first record?
C58H47BrFIN2O27S